Computed, not measured: a 11-piece molecular cluster, C38H104N6O18 overall in a non-equilibrium geometry, with ωB97M-V/def2-TZVPD.

Total charge = 0
Structure (SMILES) = COC[C@H](C)N.COC[C@H](C)N.COC[C@H](C)N.COC[C@H](C)N.COCCNCCOC.COCCNCCOC.OCCO.OCCO.OCCO.OCCO.OCCO
E_HOMO = -0.3045 Ha
Frontier orbital gap = 8.809 eV
LUMO = 0.522 eV
M = 933.27 u
Spin multiplicity = 1

CARTESIAN COORDINATES (ANGSTROEM)
C (9.3739, 8.3907, 14.4885)
C (10.7569, 8.6163, 15.1365)
O (10.5780, 9.7928, 15.9488)
O (8.9886, 9.4000, 13.5585)
H (8.6711, 8.4955, 15.3177)
H (9.2360, 7.4007, 14.0715)
H (11.5168, 8.8162, 14.3638)
H (11.0985, 7.7980, 15.7762)
H (11.4524, 10.1096, 16.2088)
H (9.3464, 10.2276, 13.8745)
C (13.8761, 9.4076, 16.1382)
C (15.3570, 9.5028, 16.2244)
O (15.8088, 10.5269, 15.3458)
O (13.2623, 10.6547, 16.4461)
H (13.6240, 8.6870, 16.8763)
H (13.6008, 9.0598, 15.1034)
H (15.9034, 8.6132, 15.9146)
H (15.6444, 9.7627, 17.2692)
H (16.4129, 10.0642, 14.6818)
H (13.2943, 11.2572, 15.6369)
C (17.0894, 14.3780, 10.9559)
C (16.2691, 13.7109, 12.0327)
O (16.1427, 12.2234, 11.9720)
O (16.2841, 14.3532, 9.7494)
H (18.0103, 13.8631, 10.7450)
H (17.2613, 15.3993, 11.2604)
H (15.2399, 14.1167, 12.0837)
H (16.7377, 13.8375, 13.0332)
H (15.7658, 12.0187, 11.0898)
H (16.6413, 14.6858, 8.9207)
C (13.3214, 9.1913, 19.8913)
C (14.3631, 10.1656, 20.4738)
O (14.5891, 9.7494, 21.8151)
O (13.7534, 7.8765, 19.8674)
H (13.1270, 9.4147, 18.8337)
H (12.5233, 9.3577, 20.5780)
H (13.8528, 11.1525, 20.4092)
H (15.3285, 10.3045, 19.9543)
H (15.3463, 10.3230, 22.1720)
H (13.9253, 7.5495, 20.7631)
C (12.4732, 4.9101, 17.4527)
C (11.2970, 4.9948, 18.3531)
O (10.1641, 5.1892, 17.4698)
O (12.4915, 3.7533, 16.6034)
H (13.3822, 4.8008, 18.1303)
H (12.5094, 5.8037, 16.8028)
H (11.3822, 5.8691, 19.0325)
H (11.2184, 4.0569, 18.9394)
H (9.3517, 5.4405, 17.9667)
H (11.6295, 3.8554, 16.2151)
C (17.8559, 9.2994, 24.1301)
C (18.0078, 9.8551, 22.6684)
C (17.7432, 8.7641, 21.6463)
O (17.9155, 9.2147, 20.2655)
C (17.5108, 8.1265, 19.4603)
N (17.0178, 10.9007, 22.2781)
H (18.5261, 8.4398, 24.2005)
H (16.8458, 9.0267, 24.3074)
H (18.1995, 9.9725, 24.9171)
H (19.1181, 10.0424, 22.4441)
H (16.7311, 8.3835, 21.7760)
H (18.5108, 8.0096, 21.8306)
H (16.4190, 7.9556, 19.4592)
H (17.9213, 7.1977, 19.8831)
H (17.9429, 8.2705, 18.4735)
H (17.2259, 11.1013, 21.2803)
H (17.1435, 11.7359, 22.8514)
C (12.3216, 11.4443, 12.3021)
C (12.5812, 12.6643, 13.2165)
C (11.2856, 13.1019, 13.8743)
O (10.2875, 13.5065, 12.8630)
C (8.9971, 13.6472, 13.3523)
N (13.4544, 12.3225, 14.2843)
H (13.3416, 11.0194, 12.0567)
H (11.8958, 11.6901, 11.3711)
H (11.7647, 10.6532, 12.7513)
H (12.9914, 13.4777, 12.6722)
H (11.3207, 13.9043, 14.5893)
H (10.9306, 12.2548, 14.4809)
H (8.9343, 14.3158, 14.2267)
H (8.5918, 12.6898, 13.5538)
H (8.5034, 14.0916, 12.5236)
H (13.8316, 13.1260, 14.7998)
H (14.2541, 11.7440, 14.0298)
C (9.6844, 12.0327, 21.7387)
C (10.6829, 12.2001, 20.5753)
C (10.4271, 13.4376, 19.7160)
O (9.1158, 13.2700, 19.1637)
C (9.0843, 12.5519, 17.9639)
N (12.0176, 12.4768, 21.1745)
H (9.9714, 11.1798, 22.2965)
H (8.6500, 11.9260, 21.3826)
H (9.5800, 12.8478, 22.4467)
H (10.6970, 11.2897, 19.9562)
H (11.1772, 13.4961, 18.9306)
H (10.4763, 14.3563, 20.2450)
H (9.2134, 11.4842, 18.0444)
H (9.8835, 12.8324, 17.2527)
H (8.1461, 12.8301, 17.4240)
H (12.4478, 11.7664, 21.7509)
H (12.0314, 13.3324, 21.7861)
C (18.8943, 10.9187, 16.2370)
C (19.2605, 9.5137, 15.8652)
C (19.2290, 9.2522, 14.3812)
O (17.8705, 9.0005, 13.9021)
C (17.8851, 8.9746, 12.5013)
N (20.5997, 9.1819, 16.4297)
H (19.4113, 11.6303, 15.5641)
H (19.2746, 11.0623, 17.2580)
H (17.8070, 11.0894, 16.1777)
H (18.5302, 8.7775, 16.2872)
H (19.9363, 8.3783, 14.1658)
H (19.5496, 10.1073, 13.8410)
H (18.0638, 9.9617, 12.2042)
H (16.9294, 8.6061, 12.1420)
H (18.6626, 8.3032, 12.1349)
H (21.2120, 9.9947, 16.3577)
H (20.9054, 8.4312, 15.8370)
C (9.4513, 9.1680, 9.9563)
O (10.2942, 8.0242, 10.0336)
C (9.5132, 6.9708, 10.6163)
C (10.3500, 5.6996, 10.4836)
N (11.2705, 5.4439, 11.5558)
C (12.1337, 6.5206, 11.9619)
C (12.9204, 6.0829, 13.2037)
O (14.0582, 7.0611, 13.3268)
C (15.1815, 6.3648, 13.8037)
H (9.1763, 9.3245, 11.0036)
H (8.6401, 9.0675, 9.2467)
H (10.0310, 10.0778, 9.6829)
H (8.5695, 7.0124, 10.0170)
H (9.2245, 7.1835, 11.6348)
H (10.8065, 5.6332, 9.5005)
H (9.5561, 4.9234, 10.4312)
H (11.8484, 4.6807, 11.2500)
H (11.5481, 7.4625, 12.1362)
H (12.8869, 6.8640, 11.2042)
H (13.3906, 5.1110, 13.0218)
H (12.3101, 6.1138, 14.1146)
H (15.9738, 7.1208, 13.9103)
H (15.5668, 5.5776, 13.1199)
H (14.9564, 5.8451, 14.7588)
C (24.1826, 7.7050, 17.4297)
O (22.9673, 7.7726, 18.1685)
C (23.0280, 7.2200, 19.4911)
C (21.6105, 7.3695, 20.0087)
N (20.5813, 6.9077, 19.0999)
C (20.7599, 5.6716, 18.4013)
C (19.4538, 5.1448, 17.9078)
O (19.0443, 5.8737, 16.7435)
C (17.7484, 5.5853, 16.3233)
H (24.9058, 8.4907, 17.6328)
H (23.7986, 7.7827, 16.3966)
H (24.6365, 6.6929, 17.5033)
H (23.6780, 7.7153, 20.2034)
H (23.4141, 6.2334, 19.4208)
H (21.3646, 8.3480, 20.3039)
H (21.5374, 6.8230, 20.9134)
H (20.3774, 7.6118, 18.3656)
H (21.0630, 4.9069, 19.1118)
H (21.4725, 5.7561, 17.5659)
H (18.7345, 5.0826, 18.6830)
H (19.6463, 4.1314, 17.5839)
H (17.0246, 6.0157, 16.9595)
H (17.6145, 4.4889, 16.2155)
H (17.6411, 6.0551, 15.3488)

Atomic forces in eV per Å
C 0.04 0.53 1.34
C -0.59 0.90 -0.40
O -0.20 -0.38 -0.46
O 0.47 -0.74 -0.61
H -0.06 -0.41 0.26
H 0.20 -0.05 -0.45
H -0.13 -0.19 0.07
H -0.27 -0.29 -0.22
H 0.43 0.28 0.17
H 0.15 0.39 0.31
C 0.07 0.34 -1.50
C 1.13 0.83 0.25
O 1.14 -0.45 -1.52
O -0.24 -0.15 -0.27
H -0.93 -0.81 0.60
H 0.09 0.14 0.92
H -0.41 -0.59 0.38
H -0.07 -0.11 -0.51
H -0.91 1.00 1.09
H -0.06 -0.52 0.61
C -1.10 -0.25 -1.32
C -0.36 -1.77 1.28
O 0.05 1.55 -1.19
O -0.74 -0.39 0.55
H 0.56 -0.22 0.30
H 0.25 0.42 0.14
H 0.57 0.07 -0.22
H -0.18 0.22 -0.71
H 0.27 0.18 0.68
H 0.66 0.11 0.54
C 2.03 1.23 -0.50
C -0.43 0.63 -0.32
O 0.45 0.87 0.36
O 0.29 -1.77 0.25
H -0.44 0.44 0.53
H -1.37 -0.17 0.12
H 0.40 -0.35 0.19
H -0.33 -0.60 -0.22
H -0.75 -0.99 -0.48
H -0.01 0.41 -0.19
C 2.37 -0.27 0.56
C -1.18 0.30 0.17
O -0.68 0.03 0.76
O -0.18 0.68 0.79
H -0.88 0.54 -1.05
H 0.27 -0.07 0.51
H 0.18 -0.51 -0.29
H -0.19 0.42 -0.23
H 1.07 -0.37 -0.43
H -0.71 -0.61 -0.84
C 1.25 0.65 -1.48
C 0.52 -0.29 -0.68
C 0.55 -0.11 -0.24
O -0.44 -0.20 1.72
C -0.01 -0.77 0.10
N 1.44 0.35 0.37
H -0.26 -0.19 0.02
H -0.93 -0.39 0.22
H -0.15 0.33 -0.26
H -1.35 0.79 0.63
H -0.10 -0.23 -0.07
H -0.23 -0.49 -0.12
H 0.17 0.56 -0.24
H 0.22 0.12 -0.31
H -0.25 -0.01 -0.15
H -0.29 0.17 0.93
H 0.01 -0.05 -0.44
C 2.88 0.24 0.48
C -1.62 -0.53 -0.19
C -2.08 -0.19 -0.98
O 2.61 -0.68 0.73
C 0.68 0.81 0.19
N 1.46 -0.50 1.60
H -0.95 0.26 0.22
H -0.76 0.55 -0.97
H -0.54 -0.42 0.62
H 0.24 0.80 -1.06
H 0.70 0.75 0.29
H -0.22 -0.19 -0.32
H -0.01 -0.20 -0.07
H -0.79 -1.02 0.53
H -1.03 0.43 -0.48
H -0.29 -0.32 -0.43
H -0.01 0.24 -0.28
C -1.30 0.34 -1.34
C 1.06 1.47 2.26
C -1.03 -2.19 -0.96
O 0.29 0.82 -0.04
C -0.24 0.81 -1.57
N 0.70 1.02 0.27
H 0.15 -1.03 0.58
H 0.23 -0.40 -0.11
H 0.69 0.57 -0.10
H 0.22 0.35 0.20
H 0.12 -0.09 -0.24
H -0.24 0.75 0.85
H -0.36 -0.58 0.41
H 0.05 0.31 0.35
H 0.50 -0.56 0.63
H -0.41 -0.45 -0.11
H -0.48 -1.12 -1.04
C -0.09 0.50 0.23
C -0.20 -1.06 0.57
C -0.55 -1.47 -0.24
O 1.08 -0.53 1.42
C -0.28 -1.22 0.22
N -1.28 0.43 -0.31
H -0.20 -0.19 0.31
H -0.40 0.29 -0.15
H 0.53 0.07 0.11
H 0.46 0.53 0.00
H -1.20 0.82 -0.14
H 0.79 0.92 -0.60
H 0.21 1.51 -1.17
H -0.19 0.13 0.00
H 0.14 -0.04 -0.11
H 0.01 -0.42 -0.14
H 0.97 -0.32 0.19
C 1.61 0.98 1.09
O -0.37 0.31 -0.12
C 0.77 0.45 -1.81
C -2.33 -0.35 -0.45
N -0.22 -0.16 0.31
C 0.52 1.42 0.04
C 1.14 1.97 -0.78
O -1.50 -1.68 -0.05
C 0.57 0.08 0.34
H -0.95 0.44 -0.26
H -0.42 -0.28 0.01
H -0.07 -0.80 -0.08
H 0.46 -0.97 0.42
H 0.13 0.15 0.61
H 0.23 0.54 -0.34
H 0.64 -0.16 0.43
H 0.19 -0.41 0.17
H 0.33 -0.96 0.18
H -0.41 -0.50 0.25
H -0.38 -0.09 0.21
H 0.24 -0.23 -0.11
H -0.12 -0.36 0.29
H -0.35 0.36 -0.02
H 0.26 0.41 -0.19
C -1.29 -1.00 -0.87
O 1.27 0.25 0.81
C -0.79 1.52 -0.76
C 0.08 -1.69 -1.08
N -0.88 1.35 -0.71
C 0.07 -0.13 0.51
C 0.79 -0.18 -2.00
O 0.61 0.38 0.97
C 0.72 -0.86 -1.18
H 0.02 0.09 0.28
H 0.67 0.20 0.19
H -0.01 0.53 0.19
H 0.54 0.68 -0.13
H -0.05 -1.37 -0.04
H -0.01 1.57 -0.02
H -0.06 -0.93 1.13
H 0.35 -0.22 0.88
H 0.60 -0.13 0.14
H 0.03 -0.30 0.14
H -1.04 0.45 0.79
H -0.08 -0.71 -0.21
H -1.08 0.31 1.02
H -0.21 0.42 0.08
H -0.10 -0.06 -0.19